[1]
DFT (the ωB97M-V functional and the def2-TZVPD basis) results for a molecular structure, C21H33CoO3SSi2.

Geometry as XYZ:
```
61
Properties=species:S:1:pos:R:3
Co -0.379 -0.423 -0.115
C -2.992 1.178 3.836
C -2.076 0.502 2.815
C -0.634 0.446 3.319
C -2.147 1.189 1.467
C -2.560 0.487 0.329
C -2.597 1.112 -0.917
C -2.362 2.483 -1.039
C -2.495 3.188 -2.361
C -1.994 3.180 0.102
C -1.842 2.538 1.324
H -2.981 0.626 4.778
H -4.022 1.215 3.475
H -2.670 2.202 4.044
H -2.421 -0.523 2.669
H -0.224 1.451 3.454
H 0.001 -0.093 2.612
H -0.585 -0.073 4.279
H -2.957 -0.512 0.435
H -2.916 0.540 -1.781
H -2.877 4.201 -2.223
H -3.174 2.654 -3.027
H -1.529 3.264 -2.866
H -1.798 4.244 0.032
H -1.520 3.112 2.185
C 1.998 -2.385 1.532
Si 1.495 -1.683 -0.159
C 1.262 -3.181 -1.306
C 3.020 -0.806 -0.857
C 4.327 -1.303 -0.867
C 5.351 -0.599 -1.483
C 5.073 0.613 -2.110
C 3.779 1.112 -2.105
C 2.739 0.419 -1.476
Si 0.911 0.987 -1.399
C 0.409 0.977 -3.245
C 1.137 2.838 -0.968
H 2.859 -3.055 1.434
H 1.170 -2.945 1.972
H 2.273 -1.589 2.229
H 2.070 -3.909 -1.178
H 1.277 -2.846 -2.346
H 0.304 -3.678 -1.146
H 4.550 -2.253 -0.389
H 6.362 -0.991 -1.482
H 5.868 1.165 -2.598
H 3.581 2.059 -2.600
H 1.040 1.653 -3.834
H -0.634 1.257 -3.404
H 0.538 -0.032 -3.648
H 1.956 3.250 -1.567
H 1.407 2.956 0.085
H 0.255 3.450 -1.151
C -1.529 -4.518 1.185
S -2.137 -2.950 0.618
O -2.236 -3.017 -0.827
O -3.389 -2.729 1.320
O -1.084 -1.991 1.055
H -2.253 -5.277 0.893
H -1.437 -4.475 2.268
H -0.563 -4.711 0.726
```

Results
* gap between HOMO and LUMO (spin up / spin down): 8.0 / 7.1 eV
* charge: -1
* spin multiplicity: 2
* HOMO (spin up / spin down): -5.1 / -4.1 eV
* <S²>: 0.855
* energy relative to the best compared isomer or geometry (same formula, charge and spin): 0.9 kJ/mol

These are the natural (NBO) partial charges, in e, on atoms 1 to 4: 0.460, -0.594, -0.256, -0.593

[2]
DFT (the ωB97M-V functional and the def2-TZVPD basis) results for a molecular structure, C15H17ClO14P2 in a non-equilibrium geometry.

Geometry as XYZ:
```
49
Properties=species:S:1:pos:R:3
C 5.541 -0.746 4.371
O 5.526 -1.127 2.992
C 5.340 0.018 2.182
O 4.539 -0.285 1.053
P 2.999 -0.745 1.503
O 2.070 -0.382 0.390
O 2.673 -0.037 2.956
C 1.494 0.792 2.917
O 3.106 -2.382 1.782
P 1.701 -3.023 2.499
O 2.067 -4.668 2.483
Cl 1.758 -2.609 4.580
H 5.648 -1.646 5.001
H 4.592 -0.212 4.575
H 6.394 -0.073 4.612
H 6.341 0.302 1.796
H 4.957 0.880 2.760
H 1.745 1.838 2.659
H 0.677 0.385 2.303
H 1.117 0.828 3.961
H 2.534 -4.815 3.317
C -0.210 2.773 -2.994
C -0.629 2.552 -4.242
C -0.906 1.173 -4.742
O -1.305 1.026 -5.882
C -0.679 0.052 -3.831
C -0.255 0.272 -2.584
C -0.007 1.651 -2.075
O 0.354 1.795 -0.927
O -0.029 -0.738 -1.723
O -0.824 3.559 -5.111
H -0.009 3.766 -2.619
H -0.865 -0.943 -4.211
H 0.276 -0.317 -0.893
H -1.126 3.134 -5.933
C -4.199 0.037 0.394
C -3.491 -0.645 -0.511
C -3.999 -0.864 -1.899
O -3.312 -1.475 -2.694
C -5.318 -0.331 -2.239
C -6.026 0.347 -1.333
C -5.507 0.589 0.045
O -6.182 1.228 0.829
O -7.241 0.847 -1.615
O -2.289 -1.165 -0.221
H -3.841 0.204 1.400
H -5.683 -0.510 -3.241
H -7.534 1.289 -0.799
H -1.986 -1.600 -1.039
```

Results
* gap between HOMO and LUMO: 8.0 eV
* HOMO: -9.4 eV

These are the natural (NBO) partial charges, in e, on atoms 1 to 4: -0.266, -0.547, 0.211, -0.751

[3]
DFT (the ωB97M-V functional and the def2-TZVPD basis) results for a single C5H9N molecule in a non-equilibrium geometry.

Geometry as XYZ:
```
15
Properties=species:S:1:pos:R:3
C -1.095 -0.888 1.107
C -1.031 0.285 0.104
C 0.401 0.666 -0.176
C 1.030 1.654 0.468
C 1.092 -0.848 -1.784
N 1.291 -0.369 -0.623
H -1.181 -1.872 0.634
H -0.086 -1.029 1.505
H -1.904 -0.790 1.822
H -1.526 1.099 0.632
H -1.579 0.076 -0.821
H 0.540 2.546 0.836
H 2.000 1.411 0.885
H 1.969 -1.091 -2.377
H 0.082 -0.850 -2.212
```

Results
* SMILES string: C=NC(=C)CC
* gap between HOMO and LUMO: 9.8 eV
* HOMO: -8.9 eV
* energy relative to the best compared isomer or geometry (same formula, charge and spin): 246.7 kJ/mol

These are the natural (NBO) partial charges, in e, on atoms 1 to 4: -0.612, -0.461, 0.143, -0.409

[4]
DFT (the ωB97M-V functional and the def2-TZVPD basis) results for a molecular structure, C37H45N8O2SbTl.

Geometry as XYZ:
```
94
Properties=species:S:1:pos:R:3
Tl -0.529 -0.829 -0.986
C -2.461 -3.668 -1.639
C -1.370 -4.274 -0.701
N -0.827 -3.361 0.308
C -1.494 -3.395 1.613
C -1.735 -2.010 2.210
N -2.292 -1.041 1.269
C -3.684 -1.235 0.876
C -3.922 -2.363 -0.127
N -2.963 -2.357 -1.232
H -2.031 -3.542 -2.636
H -3.271 -4.400 -1.740
H -1.767 -5.178 -0.229
H -0.540 -4.603 -1.329
H 0.159 -3.560 0.433
H -2.443 -3.919 1.509
H -0.913 -3.982 2.330
H -2.374 -2.141 3.096
H -0.786 -1.599 2.565
H -2.211 -0.115 1.676
H -4.346 -1.411 1.738
H -4.008 -0.293 0.424
H -3.884 -3.336 0.360
H -4.950 -2.263 -0.492
H -3.369 -1.902 -2.039
C 4.745 0.412 -0.786
O 4.013 0.939 -1.902
C 2.693 1.086 -1.702
O 2.103 0.755 -0.700
N 2.131 1.660 -2.795
N 0.752 1.878 -2.831
H 5.791 0.580 -1.022
H 4.550 -0.653 -0.677
H 4.471 0.931 0.129
H 2.739 1.977 -3.534
H 0.370 1.517 -3.696
H 0.535 2.866 -2.738
C 4.175 -3.645 1.582
C 4.225 -4.429 0.432
C 3.455 -4.102 -0.670
C 2.636 -2.981 -0.612
C 2.596 -2.185 0.521
C 3.362 -2.523 1.629
N 1.783 -2.546 -1.698
N 1.739 -3.324 -2.652
C 0.885 -2.924 -3.751
C 0.925 -3.781 -4.834
C 0.137 -3.489 -5.937
C -0.656 -2.358 -5.899
C -0.626 -1.568 -4.757
N 0.131 -1.836 -3.697
H 4.782 -3.908 2.439
H 4.869 -5.297 0.397
H 3.483 -4.701 -1.570
H 1.993 -1.285 0.514
H 3.334 -1.904 2.516
H 1.566 -4.651 -4.795
H 0.145 -4.136 -6.805
H -1.291 -2.086 -6.731
H -1.242 -0.678 -4.690
C -4.095 2.383 4.278
C -4.368 2.478 2.920
C -3.324 2.500 2.003
C -1.993 2.444 2.425
C -1.736 2.341 3.793
C -2.780 2.312 4.712
Sb -0.430 2.252 0.964
C -0.682 4.086 -0.097
C 0.295 5.081 -0.128
C 0.136 6.207 -0.930
C -1.000 6.352 -1.712
C -1.975 5.362 -1.702
C -1.810 4.234 -0.909
C 1.158 2.826 2.249
C 1.132 4.004 3.000
C 2.165 4.309 3.874
C 3.238 3.436 4.012
C 3.275 2.261 3.276
C 2.241 1.959 2.396
H -4.906 2.367 4.995
H -5.393 2.538 2.575
H -3.564 2.571 0.947
H -0.716 2.290 4.153
H -2.563 2.239 5.770
H 1.191 4.985 0.473
H 0.901 6.973 -0.938
H -1.126 7.232 -2.330
H -2.862 5.468 -2.313
H -2.574 3.464 -0.934
H 0.291 4.683 2.916
H 2.132 5.224 4.450
H 4.043 3.674 4.696
H 4.113 1.582 3.383
H 2.294 1.053 1.800
```

Results
* gap between HOMO and LUMO: 6.7 eV
* charge: +1
* HOMO: -9.9 eV
* energy relative to the best compared isomer or geometry (same formula, charge and spin): 54.6 kJ/mol

These are the Löwdin partial charges, in e, on atoms 1 to 4: 0.771, -0.203, -0.189, -0.106

[5]
DFT (the ωB97M-V functional and the def2-TZVPD basis) results for a molecular structure, C8H8CuNO6 in a non-equilibrium geometry.

Geometry as XYZ:
```
24
Properties=species:S:1:pos:R:3
O -4.009 -0.444 -4.847
C -3.640 0.633 -4.803
Cu -1.423 0.410 -0.312
O -1.652 -1.661 -2.579
C -1.658 -0.714 -1.916
C -0.434 2.931 -2.808
O -1.050 3.866 -2.413
C -3.317 0.124 0.141
O -4.394 -0.148 -0.200
C -0.287 1.475 -2.293
O 0.497 0.710 -2.799
H -2.400 0.175 0.876
C 1.397 -0.240 3.189
N 1.895 -0.587 1.867
C 3.215 -1.191 1.734
C 1.145 -0.358 0.783
O 0.013 0.183 0.891
H 2.201 -0.468 3.891
H 0.506 -0.829 3.435
H 1.142 0.825 3.233
H 3.151 -2.230 1.392
H 3.820 -0.639 1.007
H 3.696 -1.162 2.712
H 1.584 -0.659 -0.180
```

Results
* gap between HOMO and LUMO (spin up / spin down): 6.3 / 8.6 eV
* charge: +1
* spin multiplicity: 2
* HOMO (spin up / spin down): -11.1 / -13.4 eV
* <S²>: 0.755
* energy relative to the best compared isomer or geometry (same formula, charge and spin): 328.6 kJ/mol

These are the natural (NBO) partial charges, in e, on atoms 1 to 4: -0.489, 0.493, 0.889, -0.388

[6]
DFT (the ωB97M-V functional and the def2-TZVPD basis) results for a gas-phase ion, C6H5Cl2O3 (charge -1) in a non-equilibrium geometry.

Geometry as XYZ:
```
16
Properties=species:S:1:pos:R:3
C -2.286 -0.708 0.441
C 1.604 -0.266 0.033
C 1.047 1.076 -0.527
C 0.327 -1.166 0.156
C -0.806 -0.105 0.457
C -0.308 1.258 0.084
O -2.748 -1.051 -0.673
O -2.787 -0.887 1.574
O -0.413 0.840 1.405
Cl 0.152 -1.829 -1.476
Cl -1.394 2.506 -0.604
H 2.412 -0.572 -0.530
H 2.190 0.064 0.861
H 1.703 1.962 -0.391
H 0.914 0.858 -1.640
H 0.392 -1.982 0.831
```

Results
* SMILES string: O=C([O-])[C@]12O[C@@]1(Cl)CC[C@@H]2Cl
* gap between HOMO and LUMO: 7.8 eV
* charge: -1
* HOMO: -4.5 eV
* energy relative to the best compared isomer or geometry (same formula, charge and spin): 64.7 kJ/mol

These are the natural (NBO) partial charges, in e, on atoms 1 to 4: 0.740, -0.423, -0.437, -0.202

[7]
DFT (the ωB97M-V functional and the def2-TZVPD basis) results for a single C24H22ClN3O3S molecule.

Geometry as XYZ:
```
54
Properties=species:S:1:pos:R:3
C -0.757 1.976 -5.808
C -0.018 1.940 -7.141
C 1.465 1.578 -7.016
O 2.229 2.622 -6.438
C 2.479 2.674 -5.110
C 3.179 3.807 -4.680
C 3.517 3.966 -3.353
C 3.154 3.017 -2.412
C 2.451 1.891 -2.825
C 2.130 1.714 -4.168
H 1.598 0.814 -4.432
C 2.024 0.814 -1.898
O 1.875 -0.343 -2.266
N 1.788 1.221 -0.615
C 1.398 0.461 0.486
N 1.156 -0.834 0.244
C 0.730 -1.830 1.125
C -0.103 -1.560 2.204
C -0.508 -2.599 3.033
C -0.063 -3.898 2.792
C 0.747 -4.159 1.703
C 1.137 -3.136 0.860
H 1.764 -3.339 0.004
H 1.077 -5.169 1.510
H -0.363 -4.700 3.451
N -1.354 -2.391 4.124
C -2.139 -1.309 4.385
O -2.264 -0.350 3.655
C -2.937 -1.424 5.651
C -2.458 -1.900 6.870
C -3.275 -1.934 7.989
C -4.584 -1.495 7.904
C -5.073 -1.002 6.705
C -4.250 -0.961 5.597
H -4.603 -0.563 4.657
H -6.089 -0.646 6.637
H -5.216 -1.529 8.779
H -2.879 -2.299 8.924
Cl -0.809 -2.416 7.062
H -1.410 -3.168 4.769
H -0.447 -0.560 2.396
H 1.396 -1.136 -0.706
S 1.341 1.247 1.931
H 1.923 2.198 -0.387
H 3.453 3.148 -1.383
H 4.070 4.841 -3.045
H 3.453 4.545 -5.418
H 1.887 1.455 -8.019
H 1.594 0.638 -6.473
H -0.485 1.204 -7.798
H -0.088 2.917 -7.622
H -1.800 2.240 -5.970
H -0.725 1.005 -5.320
H -0.319 2.716 -5.142
```

Results
* SMILES string: CCCOc1cccc(C(=O)NC(=S)Nc2cccc(NC(=O)c3ccccc3Cl)c2)c1
* gap between HOMO and LUMO: 8.2 eV
* HOMO: -8.2 eV
* energy relative to the best compared isomer or geometry (same formula, charge and spin): 80.6 kJ/mol

These are the natural (NBO) partial charges, in e, on atoms 1 to 4: -0.611, -0.418, -0.061, -0.495

[8]
DFT (the ωB97M-V functional and the def2-TZVPD basis) results for a single C5H4O2 molecule in a non-equilibrium geometry.

Geometry as XYZ:
```
11
Properties=species:S:1:pos:R:3
O 2.248 -1.545 -0.216
C 1.312 -0.813 -0.066
O 0.072 -1.440 0.274
C -1.103 -0.835 0.077
C -1.156 0.410 -0.417
C 0.000 1.213 -0.141
C 1.233 0.654 0.010
H -1.953 -1.385 0.470
H -2.045 0.912 -0.778
H -0.782 1.677 0.543
H 2.174 1.153 0.245
```

Results
* SMILES string: O=c1cccco1
* gap between HOMO and LUMO: 8.9 eV
* HOMO: -9.2 eV
* energy relative to the best compared isomer or geometry (same formula, charge and spin): 265.3 kJ/mol

These are the natural (NBO) partial charges, in e, on atoms 1 to 4: -0.533, 0.734, -0.469, 0.199

For each record above, in turn, the calculated E values are -3405.78435 -2778.18119 -250.57298 -2437.93375 -2455.86663 -1377.76317 -2176.19277 -343.29132 Ha.